{
  "formula": "C19H34Cl8F2GaSi",
  "method": "ωB97M-V/def2-TZVPD",
  "elements": ["C", "Si", "C", "C", "C", "C", "F", "F", "Ga", "C", "C", "C", "C", "C", "C", "H", "H", "H", "H", "H", "H", "H", "H", "H", "H", "H", "H", "H", "H", "H", "H", "H", "H", "Cl", "C", "C", "Cl", "H", "H", "H", "H", "Cl", "C", "C", "Cl", "H", "H", "H", "H", "Cl", "C", "C", "Cl", "H", "H", "H", "H", "Cl", "C", "C", "Cl", "H", "H", "H", "H"],
  "positions_angstrom": [[0.995, -0.268, -0.393], [1.009, 0.565, -2.092], [0.757, -0.772, -3.397], [-0.289, 1.917, -2.136], [-1.722, 1.414, -2.388], [-2.781, 2.303, -1.751], [-2.326, 3.611, -1.825], [-2.729, 2.023, -0.369], [-4.671, 2.185, -2.581], [2.694, 1.412, -2.374], [2.927, 2.617, -1.700], [4.119, 3.320, -1.844], [5.102, 2.811, -2.685], [4.888, 1.621, -3.368], [3.694, 0.922, -3.217], [0.455, -1.210, -0.471], [1.997, -0.465, -0.017], [0.475, 0.333, 0.351], [0.799, -1.763, -2.966], [-0.177, -0.608, -3.927], [1.556, -0.723, -4.136], [-0.022, 2.614, -2.928], [-0.216, 2.469, -1.202], [-1.946, 1.401, -3.451], [-1.873, 0.399, -2.025], [-4.979, 0.634, -2.865], [-5.703, 2.853, -1.535], [-4.631, 3.059, -3.930], [2.159, 3.025, -1.058], [4.255, 4.249, -1.316], [6.024, 3.361, -2.798], [5.641, 1.238, -4.041], [3.531, 0.009, -3.767], [-1.840, 2.617, 3.784], [-2.913, 1.618, 2.758], [-4.366, 1.902, 3.012], [-4.886, 1.364, 4.640], [-2.670, 0.575, 2.944], [-2.677, 1.855, 1.722], [-4.975, 1.366, 2.287], [-4.586, 2.963, 2.931], [-0.990, -3.855, -2.200], [0.622, -4.516, -1.828], [0.608, -5.387, -0.598], [0.245, -4.496, 0.909], [1.303, -3.677, -1.721], [0.937, -5.111, -2.684], [1.581, -5.857, -0.469], [-0.146, -6.166, -0.690], [-5.813, -0.938, 9.431], [-4.267, -0.101, 9.129], [-3.783, -0.282, 7.714], [-3.291, -1.963, 7.382], [-3.542, -0.477, 9.846], [-4.436, 0.957, 9.322], [-2.910, 0.346, 7.542], [-4.547, -0.008, 6.993], [4.141, -2.707, -2.971], [4.685, -1.845, -1.506], [5.031, -2.789, -0.386], [3.582, -3.608, 0.246], [3.895, -1.159, -1.210], [5.563, -1.264, -1.784], [5.465, -2.227, 0.440], [5.740, -3.550, -0.702]],
  "lowdin_charge": [-0.148, 0.607, -0.154, -0.251, -0.232, -0.624, -0.058, -0.088, 0.252, -0.239, -0.094, -0.088, -0.104, -0.100, -0.125, 0.013, 0.009, 0.029, -0.024, 0.033, 0.011, 0.082, 0.072, 0.095, 0.103, -0.147, -0.149, -0.143, 0.098, 0.096, 0.093, 0.096, 0.058, 0.510, -0.650, -0.636, 0.536, 0.071, 0.047, 0.081, 0.072, 0.564, -0.673, -0.675, 0.521, 0.015, 0.077, 0.055, 0.063, 0.525, -0.666, -0.679, 0.533, 0.064, 0.071, 0.075, 0.012, 0.567, -0.649, -0.646, 0.574, 0.045, 0.076, 0.075, 0.066],
  "total_energy_ev": -186125.24683,
  "charge": -1
}

***

{
  "formula": "C2H4N3P",
  "method": "ωB97M-V/def2-TZVPD",
  "elements": ["C", "C", "N", "N", "N", "P", "H", "H", "H", "H"],
  "positions_angstrom": [[0.137, -1.165, 0.414], [0.232, 0.249, 0.085], [-0.772, -1.681, -0.327], [-0.312, 0.754, -0.922], [-1.237, -0.930, -1.218], [1.464, 1.331, 0.943], [0.580, -1.776, 1.228], [-1.980, -1.347, -1.809], [0.407, 2.062, 1.565], [1.480, 2.504, 0.040]],
  "lowdin_charge": [-0.212, -0.752, -0.076, 0.170, 0.010, 0.825, 0.105, 0.121, -0.106, -0.085],
  "total_energy_ev": -15893.78983,
  "de_lowest_kj_mol": 322.0
}